[1]
Here is a molecular structure, C5H13N2O at a distorted geometry from the Open Molecules 2025 dataset. Energies are from ωB97M-V/def2-TZVPD.

```
21
Properties=species:S:1:pos:R:3:lowdin_charge:R:1
C -1.470 2.047 -0.624 -0.55
O -1.440 2.850 0.445 -0.34
C -0.206 1.168 -0.789 -0.44
C -0.067 0.324 0.456 -0.19
C 0.995 -0.804 0.408 -0.22
C 0.428 -2.170 0.085 -0.31
N -0.467 -2.680 1.340 0.00
N 0.914 2.093 -0.970 0.01
H -2.348 1.340 -0.702 0.08
H -1.645 2.579 -1.610 0.08
H -0.368 0.593 -1.707 0.12
H -0.031 0.991 1.316 0.11
H -1.009 -0.210 0.610 0.10
H 1.778 -0.516 -0.293 0.10
H 1.459 -0.854 1.400 0.10
H 1.237 -2.771 -0.381 0.11
H -0.327 -2.203 -0.712 0.10
H -0.467 -3.707 1.366 0.02
H 0.615 -2.778 1.298 0.02
H 1.770 1.779 -0.496 0.04
H 0.650 2.926 -0.442 0.05
```

Calculated values
Multiplicity: 1
E (Ha): -382.9378
Charge: -1
Orbital gap (eV): 5.73

=====

[2]
Here is a molecular structure, C49H45As2CsI2N5O6S2 at a distorted geometry from the Open Molecules 2025 dataset. Energies are from ωB97M-V/def2-TZVPD.

```
112
Properties=species:S:1:pos:R:3:lowdin_charge:R:1
Cs -1.299 -0.686 1.797 1.49
C -0.501 3.276 0.100 -0.13
N -0.205 2.482 1.311 -0.04
C -1.317 2.658 2.229 -0.18
C -1.336 1.770 3.430 -0.41
N -0.436 0.927 3.865 0.00
C -1.011 0.349 4.997 -0.25
C -0.517 -0.614 5.878 -0.04
C -1.309 -0.990 6.949 -0.09
C -2.580 -0.435 7.147 -0.09
C -3.088 0.517 6.283 -0.01
C -2.284 0.901 5.217 -0.19
N -2.445 1.838 4.221 0.16
C 0.595 3.517 -0.884 -0.31
N 0.753 2.892 -2.011 0.19
C 1.772 3.567 -2.674 -0.22
C 2.283 3.367 -3.955 -0.02
C 3.272 4.226 -4.395 -0.10
C 3.756 5.263 -3.581 -0.11
C 3.250 5.484 -2.312 -0.03
C 2.241 4.626 -1.882 -0.20
N 1.465 4.574 -0.744 0.16
H -0.786 4.262 0.477 0.12
H -1.351 2.862 -0.451 0.13
H -0.167 1.494 1.052 0.01
H -2.285 2.489 1.734 0.10
H -1.305 3.691 2.584 0.13
H 0.452 -1.073 5.748 0.02
H -0.933 -1.729 7.647 0.10
H -3.183 -0.767 7.984 0.10
H -4.081 0.929 6.409 0.11
H -3.335 2.136 3.829 0.12
H 1.908 2.557 -4.572 0.11
H 3.698 4.093 -5.382 0.10
H 4.537 5.913 -3.959 0.09
H 3.616 6.295 -1.693 0.10
H 1.530 5.178 0.054 0.16
O -4.282 1.802 2.141 -0.34
S -4.600 0.435 2.561 0.48
O -5.411 0.435 3.767 -0.32
O -3.417 -0.429 2.673 -0.69
C -5.628 -0.264 1.286 -0.22
C -6.992 -0.322 1.544 -0.05
C -7.850 -0.898 0.623 -0.08
C -7.345 -1.430 -0.557 -0.08
C -5.988 -1.356 -0.826 -0.05
C -5.125 -0.761 0.086 -0.21
S -3.397 -0.761 -0.365 0.38
O -3.403 -0.845 -1.810 -0.31
O -2.738 0.442 0.135 -0.58
O -2.847 -1.956 0.283 -0.62
H -7.348 0.079 2.485 0.11
H -8.913 -0.942 0.825 0.10
H -8.010 -1.898 -1.272 0.10
H -5.574 -1.740 -1.750 0.11
I 1.355 -2.812 3.331 0.77
C 2.189 -0.880 3.670 -1.15
I 3.430 -0.765 5.388 0.72
H 1.367 -0.174 3.794 -0.08
H 2.803 -0.634 2.819 -0.08
C 2.642 -2.061 -0.444 -0.44
C 1.569 -3.039 -0.945 -0.43
As -0.283 -2.326 -0.685 1.19
C -1.225 -3.981 -1.157 -0.37
C -0.895 -5.175 -0.524 -0.11
C -1.618 -6.338 -0.762 -0.10
C -2.698 -6.315 -1.630 -0.11
C -3.051 -5.122 -2.253 -0.08
C -2.320 -3.966 -2.023 -0.10
C -0.312 -1.516 -2.482 -0.40
C -0.571 -0.161 -2.649 -0.15
C -0.568 0.413 -3.915 -0.08
C -0.307 -0.363 -5.032 -0.09
C -0.055 -1.725 -4.882 -0.10
C -0.057 -2.290 -3.616 -0.14
As 2.229 -0.121 -0.659 1.32
C 3.446 0.141 -2.188 -0.37
C 3.246 -0.647 -3.323 -0.11
C 4.094 -0.546 -4.418 -0.09
C 5.152 0.355 -4.398 -0.10
C 5.336 1.169 -3.288 -0.10
C 4.485 1.068 -2.194 -0.11
C 3.516 0.521 0.689 -0.43
C 3.222 1.672 1.415 -0.12
C 4.117 2.163 2.362 -0.09
C 5.319 1.511 2.586 -0.11
C 5.627 0.364 1.863 -0.09
C 4.731 -0.125 0.922 -0.12
H 3.596 -2.270 -0.925 0.06
H 2.778 -2.201 0.630 0.01
H 1.652 -3.972 -0.390 0.04
H 1.726 -3.277 -1.995 0.05
H -0.072 -5.200 0.180 0.09
H -1.344 -7.258 -0.261 0.09
H -3.273 -7.216 -1.808 0.09
H -3.910 -5.092 -2.913 0.10
H -2.623 -3.035 -2.481 0.09
H -0.797 0.453 -1.789 0.07
H -0.770 1.472 -4.015 0.10
H -0.299 0.080 -6.021 0.09
H 0.140 -2.341 -5.752 0.10
H 0.129 -3.353 -3.511 0.10
H 2.408 -1.339 -3.351 0.08
H 3.928 -1.172 -5.288 0.10
H 5.822 0.429 -5.246 0.09
H 6.141 1.894 -3.275 0.10
H 4.638 1.721 -1.346 0.10
H 2.277 2.179 1.259 0.07
H 3.864 3.050 2.931 0.10
H 6.015 1.887 3.330 0.10
H 6.564 -0.155 2.035 0.10
H 4.989 -1.012 0.355 0.10
```

Calculated values
Multiplicity: 1
E (Ha): -8503.0133
Charge: -1
Orbital gap (eV): 7.41

=====

[3]
Here is a molecular structure, C45H33N8O4RhS3 from the Open Molecules 2025 dataset. Energies are from ωB97M-V/def2-TZVPD.

```
94
Properties=species:S:1:pos:R:3:lowdin_charge:R:1
Rh 2.562 0.522 1.341 1.10
N 1.441 1.840 0.266 -0.36
S 0.091 2.253 -0.092 0.80
N -0.727 1.362 -1.255 -0.35
S -1.510 0.085 -0.904 0.86
N -0.923 -1.051 -0.046 -0.34
S 0.606 -1.657 -0.272 0.79
N 1.765 -0.999 0.282 -0.34
C 0.748 -1.880 -2.041 -0.32
C 0.118 -2.917 -2.713 -0.06
C 0.267 -3.008 -4.088 -0.06
C 1.033 -2.070 -4.767 -0.07
C 1.657 -1.037 -4.080 -0.06
C 1.523 -0.941 -2.703 -0.07
C 0.357 -3.300 0.359 -0.32
C -0.766 -3.665 1.082 -0.06
C -0.781 -4.898 1.719 -0.06
C 0.315 -5.742 1.626 -0.05
C 1.436 -5.363 0.899 -0.04
C 1.466 -4.135 0.264 -0.06
C -3.056 0.449 -0.108 -0.32
C -3.444 -0.191 1.055 -0.05
C -4.677 0.134 1.606 -0.05
C -5.492 1.067 0.986 -0.06
C -5.084 1.701 -0.183 -0.06
C -3.854 1.398 -0.736 -0.07
C -2.070 -0.495 -2.484 -0.32
C -2.989 -1.538 -2.463 -0.06
C -3.480 -2.013 -3.665 -0.05
C -3.041 -1.454 -4.860 -0.06
C -2.115 -0.423 -4.861 -0.06
C -1.624 0.078 -3.662 -0.06
C 0.051 3.823 -0.910 -0.33
C -0.676 4.071 -2.066 -0.08
C -0.654 5.352 -2.599 -0.07
C 0.071 6.356 -1.971 -0.06
C 0.787 6.095 -0.811 -0.04
C 0.784 4.817 -0.277 -0.05
C -1.104 2.444 1.221 -0.31
C -0.971 1.628 2.330 -0.06
C -1.891 1.745 3.363 -0.05
C -2.927 2.659 3.272 -0.06
C -3.050 3.472 2.149 -0.06
C -2.136 3.373 1.116 -0.06
H -0.474 -3.644 -2.172 0.12
H -0.207 -3.817 -4.627 0.11
H 1.156 -2.152 -5.839 0.11
H 2.260 -0.315 -4.613 0.11
H 2.008 -0.156 -2.136 0.10
H -1.602 -2.988 1.166 0.09
H -1.643 -5.191 2.303 0.11
H 0.306 -6.695 2.137 0.11
H 2.299 -6.013 0.849 0.12
H 2.353 -3.809 -0.266 0.12
H -2.784 -0.901 1.529 0.11
H -4.994 -0.345 2.522 0.12
H -6.453 1.311 1.419 0.11
H -5.721 2.435 -0.657 0.11
H -3.513 1.891 -1.638 0.12
H -3.310 -1.969 -1.522 0.12
H -4.199 -2.821 -3.671 0.11
H -3.426 -1.829 -5.799 0.11
H -1.773 0.002 -5.795 0.12
H -0.895 0.875 -3.634 0.11
H -1.231 3.277 -2.542 0.09
H -1.202 5.564 -3.508 0.11
H 0.081 7.353 -2.392 0.11
H 1.354 6.866 -0.308 0.10
H 1.342 4.598 0.623 0.09
H -0.158 0.923 2.416 0.08
H -1.774 1.126 4.242 0.12
H -3.636 2.755 4.084 0.11
H -3.850 4.198 2.089 0.11
H -2.216 4.018 0.252 0.12
O 5.526 -4.908 4.312 -0.03
C 6.051 -4.286 3.380 -0.70
O 7.060 -4.511 2.696 -0.03
C 5.286 -3.003 2.965 -0.07
C 5.775 -2.190 1.950 0.02
C 5.040 -1.102 1.522 -0.09
N 3.861 -0.817 2.073 -0.07
C 3.387 -1.570 3.080 -0.17
C 4.076 -2.662 3.557 0.08
C 2.041 -1.132 3.563 -0.53
O 1.412 -1.646 4.448 0.12
O 1.566 -0.078 2.902 -0.18
H 6.718 -2.458 1.493 0.12
H 5.366 -0.456 0.716 0.12
H 3.674 -3.271 4.356 0.14
N 3.427 2.070 2.291 0.02
C 3.609 3.205 2.497 -0.33
N 3.947 4.392 2.777 0.08
C 3.286 5.469 2.439 -0.40
N 2.758 6.459 2.151 0.09
```

Calculated values
Multiplicity: 1
E (Ha): -3778.4605
Charge: 0
Orbital gap (eV): 6.20